# 1
The following is a quantum chemistry calculation of a structure of composition C26H29CaN7O4S3Sb, from the OMol25 dataset.

Calculated values
HOMO energy, hartree: -0.128
DFT total energy, Eh: -3805.12621
Relative energy (zero: lowest compared OMol25 entry of this formula, charge and spin), kJ/mol: 80.5
Frontier orbital gap, eV: 5.275

Geometry as ORCA input:
```
! wB97M-V def2-TZVPD RIJCOSX def2/J DEFGRID3
* xyz -1 1
H 6.90 0.78 1.70
H 4.91 3.65 4.21
C -2.10 -3.92 3.28
N -3.01 2.87 -2.56
H -1.73 -6.04 3.20
O 0.84 0.98 -2.00
H -1.21 1.22 3.06
H -4.11 0.31 -0.64
C 0.20 2.64 1.57
C -0.60 -5.01 1.71
O -2.02 4.41 -4.69
N 2.42 1.67 1.08
C 5.99 1.33 1.95
N 2.41 3.15 2.73
O 1.22 3.11 -1.33
H -0.24 3.04 2.49
C -0.22 -3.68 -2.55
H 0.87 -0.73 -3.99
C -1.50 -5.07 2.77
Sb -0.87 -1.68 -2.16
C 4.84 1.04 1.24
H 2.05 3.80 3.41
S 2.91 -2.35 -0.99
N -2.11 -1.41 2.91
H -3.79 3.41 -2.91
C 3.70 1.78 1.58
C -4.35 1.20 -1.22
C -0.86 -2.66 1.60
N -0.66 -1.34 1.23
H -4.96 0.91 -2.07
C -2.85 -2.12 -2.88
H -0.38 -1.70 -4.84
C -1.40 -0.64 2.03
H -3.43 -1.22 -3.07
H -2.73 -2.70 -3.81
C -3.07 1.83 -1.68
N -1.87 1.46 -1.31
H -2.71 -1.09 3.65
C 1.68 2.47 1.78
C -1.42 0.86 2.05
S 3.55 -4.37 1.14
H -4.91 1.91 -0.59
S 2.59 -1.65 2.00
C -0.20 -0.95 -4.06
H -2.44 1.21 1.80
Ca 1.47 -0.33 0.02
C -0.98 2.35 -1.90
C -1.25 4.32 -3.53
H -2.35 3.54 -4.95
C -0.25 -3.82 1.12
H -0.13 -5.92 1.38
H -0.84 1.44 0.23
C 3.72 2.69 2.64
C 4.87 2.96 3.38
H 0.50 -3.80 0.34
H 0.10 3.40 0.79
C -1.76 -2.73 2.66
O -0.44 5.15 -3.30
H -0.69 -4.37 -1.84
C -1.67 3.22 -2.67
H 0.85 -3.73 -2.37
H -2.80 -3.99 4.10
C 0.53 2.18 -1.74
H -3.38 -2.74 -2.17
N -0.42 1.40 1.14
H 4.82 0.30 0.44
C 3.02 -2.82 0.74
H -0.45 -4.00 -3.56
C 6.00 2.24 3.00
H 6.92 2.38 3.54
H -0.73 -0.04 -4.31
*
```

---

# 2
The following is a quantum chemistry calculation of a structure of composition C26H29Cl44F3IN3O3P at a distorted geometry, from the OMol25 dataset.

Calculated values
HOMO energy, hartree: -0.375
DFT total energy, Eh: -22584.40740
Frontier orbital gap, eV: 7.134

Geometry as ORCA input:
```
! wB97M-V def2-TZVPD RIJCOSX def2/J DEFGRID3
* xyz 1 1
Cl -1.58 3.24 -5.72
I 0.61 3.06 -2.74
Cl 4.58 -0.14 1.33
Cl 11.94 3.98 1.65
H -3.38 0.58 0.31
C 0.02 -2.26 1.76
H 0.21 -1.07 3.26
H -4.68 -4.16 -0.30
C -1.47 4.88 -6.38
C -3.07 -2.92 1.91
Cl 2.36 0.84 -0.25
H -5.73 -2.98 -1.13
H -4.11 0.61 2.89
Cl 0.13 -3.50 0.02
C -1.16 -4.49 -0.67
H -5.18 -1.61 0.77
H -6.40 -4.23 -0.09
C -0.46 -1.19 0.78
H -0.50 -3.20 1.54
H -6.51 -2.57 1.43
C -2.35 -0.61 -1.80
C 1.93 2.69 6.14
Cl -5.55 6.40 -6.38
C -1.12 -2.83 -6.23
Cl 10.18 1.96 2.72
C -5.50 -2.62 1.04
H -1.31 2.03 4.64
H -3.59 -1.78 -0.53
O -0.19 -1.94 3.11
Cl -1.56 -3.89 -2.28
C -4.57 -3.26 2.08
H -1.97 2.26 -0.60
H -2.08 0.48 4.42
H -4.66 -4.35 2.09
C -2.53 -1.54 -0.58
C -5.57 -3.53 -0.21
H -2.60 -3.33 2.82
N -1.34 0.47 -1.61
C -1.52 1.30 -0.38
N -2.76 -1.49 1.88
Cl 8.90 2.33 -4.49
Cl -6.82 0.41 1.32
H -0.12 0.07 -3.97
H -4.28 2.08 1.95
Cl -1.49 -2.12 -7.79
Cl 5.17 -1.58 5.66
Cl -2.59 -4.38 0.36
Cl 7.61 2.18 -1.90
H -2.37 -1.20 2.76
Cl 10.41 1.46 -2.19
Cl 2.92 4.04 5.60
Cl -8.56 2.43 0.22
Cl 9.55 4.76 3.06
Cl 9.36 3.53 0.45
Cl -2.11 6.02 -5.20
Cl -7.27 2.86 2.77
Cl 7.96 -3.20 0.70
H -3.46 2.15 3.49
C 10.26 3.56 1.97
Cl -6.05 9.19 -5.83
O -0.10 1.76 2.17
C 4.13 0.85 -0.05
H -3.29 -0.14 -2.07
C -1.16 1.40 2.65
Cl 4.88 0.19 -1.50
Cl 4.67 2.51 0.20
Cl 4.83 -2.81 3.07
C 9.33 -3.35 -0.42
C -1.21 1.07 4.14
Cl 0.22 5.27 -6.71
C -3.60 1.53 2.61
Cl -2.54 -2.71 -5.18
H -0.26 0.66 4.48
Cl 2.46 2.15 7.73
Cl 2.08 1.36 4.98
F 2.04 -2.03 0.43
Cl 8.33 -0.23 -3.26
Cl -2.40 4.97 -7.87
P -1.34 1.62 -3.08
F 2.29 -2.22 2.58
Cl 7.48 -2.33 4.09
H -2.65 -3.50 1.09
Cl -0.63 -6.16 -0.77
Cl -9.38 0.92 2.53
C 1.53 -2.61 1.54
C 5.83 -2.77 4.53
H -2.04 -1.21 -2.66
H -0.41 0.04 -1.57
H -0.13 -1.51 -0.21
C -5.42 8.04 -7.02
H -2.04 -2.49 -0.78
H -4.86 -2.90 3.07
Cl 0.23 3.20 6.23
C -2.02 -0.97 0.76
Cl 0.22 -1.94 -5.46
Cl 5.83 -4.37 5.28
Cl -0.64 -4.51 -6.42
F 1.70 -3.95 1.40
C -8.02 1.66 1.71
Cl -3.72 8.42 -7.35
O -0.88 0.61 -4.26
Cl 10.49 -4.52 0.21
Cl -6.35 8.17 -8.51
H 0.11 -0.28 0.99
C 8.82 1.44 -2.96
Cl 8.73 -3.89 -2.00
Cl 10.10 -1.77 -0.60
H -0.52 1.53 0.00
N -2.34 1.34 1.91
C -2.35 0.57 0.68
*
```

---

# 3
The following is a quantum chemistry calculation of an isolated molecule of C26H29ClF6N2O4 at a distorted geometry, from the OMol25 dataset.

Calculated values
HOMO energy, hartree: -0.279
SMILES string: CCOC(=O)C(Cl)(C(=O)OCC)C(c1ccc(N(C)CC(F)(F)F)cc1)c1ccc(N(C)CC(F)(F)F)cc1
DFT total energy, Eh: -2477.98458
Relative energy (zero: lowest compared OMol25 entry of this formula, charge and spin), kJ/mol: 0.0
Frontier orbital gap, eV: 8.166

Geometry as ORCA input:
```
! wB97M-V def2-TZVPD RIJCOSX def2/J DEFGRID3
* xyz 0 1
H 0.88 -3.32 1.76
F -8.83 0.36 -3.47
H -7.49 0.69 -6.24
F 0.59 5.26 -2.83
H -2.54 0.69 5.72
C 0.37 -3.70 3.82
C 2.19 4.22 -1.42
H -3.33 1.13 3.34
C -6.72 0.95 -5.49
H -5.05 1.83 -3.65
H -0.92 -0.03 1.24
C -3.15 -0.61 -2.06
C -1.10 0.26 -0.93
C 1.48 5.50 -1.84
O -4.24 -0.28 1.46
O -2.36 -0.58 2.63
C -0.65 1.05 -2.03
H 0.77 -2.72 4.16
H 3.17 4.53 -1.02
N 1.51 3.47 -0.32
F 0.79 6.06 -0.77
H 1.19 -4.41 3.99
C -1.99 -0.95 -1.12
H -7.03 -2.22 -4.46
C -3.84 -1.71 -2.57
C -1.36 -2.63 0.86
O -0.80 -3.38 0.07
C 0.01 -3.68 2.36
H 2.32 3.61 -2.31
Cl -3.81 -2.73 0.05
H -1.92 -0.87 5.17
H -0.47 -4.03 4.46
O -1.12 -2.76 2.17
H 0.72 1.69 1.51
H 1.47 3.30 1.74
H -7.06 1.81 -4.91
C 0.32 1.51 0.53
C -4.66 0.85 -3.37
C -2.47 -1.61 0.32
N -6.45 -0.20 -4.66
C 1.99 3.87 0.98
H -1.40 -1.82 -1.49
H -1.17 0.68 4.59
F 2.38 6.44 -2.30
C -3.12 -0.73 1.53
C 0.74 2.36 -0.55
C -3.58 0.69 -2.48
H -0.31 -4.66 1.97
H -1.05 0.96 -3.04
H -3.62 -2.73 -2.32
C -8.33 -0.94 -3.40
H -5.35 -2.45 -3.93
H 1.83 4.95 1.19
H -8.12 -1.17 -5.53
F -7.54 -0.96 -2.26
H 0.63 2.63 -2.73
C -3.07 0.12 3.69
C -7.49 -1.24 -4.62
C -5.31 -0.31 -3.89
H -5.82 1.27 -6.04
C 0.26 2.08 -1.86
H -3.99 -0.43 3.91
C -0.63 0.51 0.35
H -3.13 1.60 -2.11
C -4.83 -1.57 -3.53
F -9.36 -1.80 -3.20
C -2.11 0.17 4.85
H 3.06 3.66 1.05
*
```

---

# 4
The following is a quantum chemistry calculation of a structure of composition C26H29F6N2O7P2Zn at a distorted geometry, from the OMol25 dataset.

Calculated values
HOMO energy, hartree: -0.161
DFT total energy, Eh: -4705.94980
Relative energy (zero: lowest compared OMol25 entry of this formula, charge and spin), kJ/mol: 149.8
Frontier orbital gap, eV: 6.308

Geometry as ORCA input:
```
! wB97M-V def2-TZVPD RIJCOSX def2/J DEFGRID3
* xyz -1 1
Zn 0.02 0.98 -0.21
H -3.34 -1.44 -0.48
H -1.85 -4.88 -0.89
O -1.53 0.64 0.98
C -3.37 1.18 -0.42
F -2.50 1.51 -1.41
C -1.02 -2.56 0.40
C 2.64 -1.88 -3.38
C 1.76 -1.18 -2.58
C -3.75 0.37 1.77
H -3.57 -2.42 -1.94
C -5.61 0.95 0.36
P 1.30 3.81 0.95
C -1.40 -4.12 -1.53
C -4.72 1.29 -0.64
P 1.83 2.54 -1.61
H -1.85 -4.22 -2.53
H -0.06 5.37 -0.77
H -0.09 3.87 -1.66
H 3.91 -3.60 -3.55
C -1.65 -2.72 -0.97
H 2.71 6.14 -0.63
H 2.59 2.21 -3.58
O 0.32 2.25 -1.75
O 0.50 2.54 0.94
H 0.63 5.28 -2.32
O 0.22 5.06 1.15
H 3.26 5.15 -2.01
C 1.70 4.23 -0.83
C 2.01 -2.77 -0.86
C 3.03 -1.27 2.29
O 2.73 1.60 -0.94
H 3.33 -4.40 -1.26
H -0.05 5.05 2.08
C 2.91 5.12 -0.98
O 2.45 3.97 1.85
H 0.40 0.68 3.44
N 0.52 -0.88 -0.46
C -5.11 0.48 1.56
F -3.32 -0.10 2.95
C -0.99 -3.17 2.74
C 0.56 -1.50 1.92
C 1.40 -1.56 -1.27
H -1.39 -3.75 3.56
C 1.69 -0.53 2.21
H -2.34 -4.00 1.30
F 1.17 -0.11 -3.17
C 2.90 -3.48 -1.65
F -5.18 1.73 -1.82
C -1.52 -3.30 1.47
H 3.22 -1.82 1.37
H 1.78 -3.14 0.13
C 0.03 -2.27 2.96
H 3.03 -1.98 3.12
H 1.76 0.16 1.38
H 3.71 4.72 -0.36
H -3.68 -3.16 -0.33
C 1.43 0.30 3.46
H -1.18 -1.99 -1.63
H -0.34 -4.32 -1.62
H 1.58 -0.27 4.38
F -6.94 1.08 0.17
H 2.84 -1.50 -4.37
C 3.23 -3.04 -2.92
N 0.44 4.80 -1.45
F -5.97 0.13 2.53
H 2.10 1.17 3.47
H 3.84 -0.55 2.44
C 0.03 -1.66 0.63
H 0.43 -2.15 3.96
C -2.80 0.73 0.79
C -3.15 -2.42 -0.92
O 2.35 3.01 -3.08
*
```